The following is a DFT calculation (ωB97M-V with the def2-TZVPD basis set) of 4 unconnected molecules or ions with the total composition C17H43NO10P2 in a non-equilibrium geometry.

Geometry (Å):
C (-1.97088, 3.40000, -6.18732)
C (-1.87199, 1.97908, -5.31679)
O (-2.65874, 0.94380, -6.00489)
C (-1.96765, -0.35376, -6.04530)
C (-3.12058, -1.49829, -5.64740)
O (-3.78662, -1.19428, -4.35023)
N (-2.76783, -1.09432, -3.47796)
C (-2.98749, -1.91625, -2.22744)
O (-4.00261, -1.74816, -1.35772)
O (-1.99049, -2.94543, -1.89323)
P (-0.38281, -2.33865, -2.17383)
P (-0.06825, -0.34087, -1.36219)
O (1.14076, -0.30029, -0.30977)
O (-1.44340, 0.35913, -0.55551)
O (0.32500, 0.72099, -2.72348)
H (-1.80231, 3.17946, -7.32578)
H (-3.06566, 3.79308, -6.01726)
H (-1.18677, 4.17975, -5.75908)
H (-2.34291, 2.11688, -4.24186)
H (-0.73102, 1.73902, -5.20996)
H (-1.55277, -0.50283, -7.14536)
H (-1.02025, -0.42423, -5.33932)
H (-3.90661, -1.45584, -6.53442)
H (-2.56008, -2.53975, -5.62005)
H (-2.56155, -0.08241, -3.25246)
H (0.50268, -3.22246, -1.41781)
H (-1.80955, 1.10919, -1.14246)
H (-0.30075, 0.42925, -3.45043)
C (-6.73711, -0.77193, -0.35077)
C (-6.21330, 0.43007, 0.41895)
O (-6.88517, 1.64597, 0.09907)
C (-8.28809, 1.68087, 0.35150)
C (-8.64584, 1.44940, 1.80970)
H (-6.65739, -0.59937, -1.43087)
H (-6.16439, -1.66887, -0.09353)
H (-7.78699, -0.97225, -0.12891)
H (-5.15938, 0.57745, 0.16344)
H (-6.24636, 0.25240, 1.49779)
H (-8.80615, 0.96987, -0.30065)
H (-8.63398, 2.67789, 0.05753)
H (-8.32916, 0.46358, 2.15766)
H (-9.72840, 1.52479, 1.95266)
H (-8.15572, 2.19401, 2.44655)
C (3.40492, 0.12992, 1.86127)
C (3.86054, 1.46665, 2.42449)
O (5.25192, 1.50881, 2.73176)
C (6.14846, 1.28803, 1.64519)
C (6.00059, 2.30224, 0.52385)
H (3.63491, -0.68009, 2.56394)
H (2.32575, 0.14139, 1.67702)
H (3.90126, -0.10560, 0.91799)
H (3.32658, 1.65217, 3.36163)
H (3.59676, 2.28829, 1.75227)
H (6.04109, 0.26487, 1.26995)
H (7.16145, 1.36148, 2.05578)
H (5.00727, 2.26980, 0.07055)
H (6.73606, 2.10919, -0.26346)
H (6.15337, 3.31814, 0.90445)
C (5.17803, -0.43937, 5.70741)
C (4.78925, -1.90325, 5.84004)
O (5.09110, -2.67809, 4.68218)
C (6.46301, -2.73663, 4.29804)
C (7.36547, -3.32808, 5.36745)
H (4.67901, 0.01243, 4.84161)
H (4.89261, 0.11430, 6.60778)
H (6.25322, -0.31420, 5.56638)
H (3.70645, -1.96622, 5.98610)
H (5.24591, -2.35379, 6.72605)
H (6.81101, -1.74480, 3.99087)
H (6.51113, -3.37057, 3.40588)
H (7.36221, -2.73115, 6.28225)
H (8.39721, -3.38452, 5.00634)
H (7.03201, -4.33702, 5.63411)

Summary:
- E (Eh) = -2163.13175
- maximum force (eV Å⁻¹) = 9.35
- HOMO (eV) = -9.265